C66H122F24N7O17 | ωB97M-V/def2-TZVPD

Last columns: bonded neighbours and bond lengths (Å).
Positions of all 236 atoms, in Å:
1 C -2.93626 6.74235 1.65388  C2 1.534, H10 1.090, H11 1.090, H12 1.090
2 C -1.92693 5.84199 0.93062  C1 1.534, C3 1.579, N6 1.528, H13 1.090
3 C -1.39817 6.37978 -0.45617  C2 1.579, O4 1.434, H14 1.090, H15 1.090
4 O -1.90081 5.72106 -1.62641  C3 1.434, C5 1.425
5 C -1.78670 6.58924 -2.75123  O4 1.425, H16 1.090, H17 1.090, H18 1.090
6 N -0.75963 5.76060 1.91302  C2 1.528, H7 1.010, H8 1.010, H9 1.010
7 H -0.97654 5.37629 2.82151  N6 1.010
8 H -0.10340 5.20557 1.38253  N6 1.010
9 H -0.39989 6.66539 2.18141  N6 1.010
10 H -3.67907 7.00638 0.90113  C1 1.090
11 H -2.52964 7.63993 2.11982  C1 1.090
12 H -3.47746 6.14020 2.38369  C1 1.090
13 H -2.18576 4.78893 0.82042  C2 1.090
14 H -0.32764 6.30470 -0.64707  C3 1.090
15 H -1.69701 7.42797 -0.46501  C3 1.090
16 H -2.17188 6.17696 -3.68384  C5 1.090
17 H -0.72851 6.67787 -2.99712  C5 1.090
18 H -2.18137 7.60513 -2.73388  C5 1.090
19 C -1.70842 2.26288 -1.57514  C20 1.583, H27 1.090, H28 1.090, H29 1.090
20 C -0.32323 1.78774 -0.97503  C19 1.583, N21 1.510, H30 1.090, H31 1.090
21 N -0.45025 0.36194 -0.49591  C20 1.510, C22 1.346, C25 1.385
22 C -0.22843 -0.73584 -1.24212  N21 1.346, C23 1.377, H32 1.080
23 C -0.56476 -1.87723 -0.54943  C22 1.377, N24 1.387, H33 1.080
24 N -0.94632 -1.46193 0.71767  C23 1.387, C25 1.413, C26 1.412
25 C -0.81130 -0.05693 0.77418  N21 1.385, N24 1.413, H34 1.080
26 C -1.37391 -2.30964 1.76280  N24 1.412, H35 1.090, H36 1.090, H37 1.090
27 H -2.06498 1.42759 -2.17785  C19 1.090
28 H -1.61090 3.17680 -2.16109  C19 1.090
29 H -2.52341 2.45622 -0.87763  C19 1.090
30 H -0.02608 2.41041 -0.13117  C20 1.090
31 H 0.58361 1.80116 -1.57964  C20 1.090
32 H 0.10550 -0.59042 -2.25886  C22 1.080
33 H -0.67046 -2.93370 -0.74717  C23 1.080
34 H -1.09308 0.55170 1.62069  C25 1.080
35 H -0.86973 -3.27594 1.77499  C26 1.090
36 H -2.45888 -2.39111 1.82830  C26 1.090
37 H -1.03134 -1.87157 2.70027  C26 1.090
38 C -3.73479 2.89537 -4.48606  C39 1.626, H46 1.090, H47 1.090, H48 1.090
39 C -4.05629 1.52932 -5.30769  C38 1.626, N40 1.463, H49 1.090, H50 1.090
40 N -3.96525 0.31361 -4.49888  C39 1.463, C41 1.384, C44 1.376
41 C -2.85709 -0.45508 -4.19038  N40 1.384, C42 1.391, H51 1.080
42 C -3.29538 -1.57289 -3.48776  C41 1.391, N43 1.385, H52 1.080
43 N -4.67719 -1.54228 -3.40067  C42 1.385, C44 1.378, C45 1.455
44 C -5.04592 -0.32873 -3.93845  N40 1.376, N43 1.378, H53 1.080
45 C -5.36514 -2.57092 -2.63501  N43 1.455, H54 1.090, H55 1.090, H56 1.090
46 H -2.67308 2.89898 -4.23937  C38 1.090
47 H -4.27702 2.92239 -3.54088  C38 1.090
48 H -3.90633 3.79988 -5.06959  C38 1.090
49 H -3.32829 1.43790 -6.11376  C39 1.090
50 H -5.04577 1.52875 -5.76489  C39 1.090
51 H -1.94400 -0.07840 -4.62719  C41 1.080
52 H -2.70042 -2.40061 -3.13095  C42 1.080
53 H -6.01991 0.13208 -4.01191  C44 1.080
54 H -4.75637 -3.06115 -1.87529  C45 1.090
55 H -5.50597 -3.39841 -3.33037  C45 1.090
56 H -6.28306 -2.23146 -2.15514  C45 1.090
57 C 2.42529 -4.03766 0.18227  C58 1.497, H67 1.090, H68 1.090, H69 1.090
58 C 2.72496 -3.54188 -1.19857  C57 1.497, C59 1.549, H70 1.090, H71 1.090
59 C 2.60671 -4.59334 -2.32923  C58 1.549, N60 1.571, H72 1.090, H73 1.090
60 N 2.54397 -3.84630 -3.70934  C59 1.571, C61 1.590, C65 1.561, C66 1.556
61 C 2.73537 -4.95654 -4.83183  N60 1.590, C62 1.528, H74 1.090, H75 1.090
62 C 2.83187 -4.39291 -6.24913  C61 1.528, C63 1.607, H76 1.090, H77 1.090
63 C 3.88617 -3.19813 -6.45997  C62 1.607, C64 1.559, H78 1.090, H79 1.090
64 C 3.71234 -2.14677 -5.32264  C63 1.559, C65 1.558, H80 1.090, H81 1.090
65 C 3.65469 -2.76515 -3.89400  N60 1.561, C64 1.558, H82 1.090, H83 1.090
66 C 1.11420 -3.25517 -3.87150  N60 1.556, H84 1.090, H85 1.090, H86 1.090
67 H 2.52771 -3.19280 0.86331  C57 1.090
68 H 3.22363 -4.73339 0.44057  C57 1.090
69 H 1.42497 -4.43892 0.34480  C57 1.090
70 H 3.67118 -3.01186 -1.08970  C58 1.090
71 H 2.04808 -2.70734 -1.38154  C58 1.090
72 H 1.69066 -5.18381 -2.31217  C59 1.090
73 H 3.45124 -5.28076 -2.28090  C59 1.090
74 H 3.57844 -5.60770 -4.60094  C61 1.090
75 H 1.84811 -5.57991 -4.72107  C61 1.090
76 H 2.97921 -5.12387 -7.04417  C62 1.090
77 H 1.84723 -4.01298 -6.52159  C62 1.090
78 H 4.90810 -3.57449 -6.41402  C63 1.090
79 H 3.74089 -2.70959 -7.42346  C63 1.090
80 H 4.43918 -1.33651 -5.38014  C64 1.090
81 H 2.81642 -1.55903 -5.52254  C64 1.090
82 H 4.48295 -3.41632 -3.61459  C65 1.090
83 H 3.44276 -1.94053 -3.21342  C65 1.090
84 H 0.92659 -2.81383 -4.85034  C66 1.090
85 H 0.86506 -2.51575 -3.11040  C66 1.090
86 H 0.46292 -4.12810 -3.82774  C66 1.090
87 C 2.99065 0.16494 -0.40336  C88 1.496, H97 1.090, H98 1.090, H99 1.090
88 C 4.27533 0.05899 0.35617  C87 1.496, C89 1.570, H100 1.090, H101 1.090
89 C 5.28793 1.22946 0.08953  C88 1.570, N90 1.604, H102 1.090, H103 1.090
90 N 6.75030 1.03829 0.72113  C89 1.604, C91 1.524, C95 1.603, C96 1.556
91 C 7.67887 2.15407 0.25832  N90 1.524, C92 1.543, H104 1.090, H105 1.090
92 C 9.05806 2.27333 0.93881  C91 1.543, C93 1.513, H106 1.090, H107 1.090
93 C 8.94636 2.37433 2.44418  C92 1.513, C94 1.537, H108 1.090, H109 1.090
94 C 8.10418 1.21076 2.99183  C93 1.537, C95 1.560, H110 1.090, H111 1.090
95 C 6.69789 1.15055 2.31910  N90 1.603, C94 1.560, H112 1.090, H113 1.090
96 C 7.35545 -0.35592 0.38908  N90 1.556, H114 1.090, H115 1.090, H116 1.090
97 H 2.38672 -0.74245 -0.40643  C87 1.090
98 H 3.12964 0.29349 -1.47680  C87 1.090
99 H 2.43063 0.97802 0.05859  C87 1.090
100 H 4.76056 -0.90282 0.19008  C88 1.090
101 H 4.03252 0.13568 1.41601  C88 1.090
102 H 4.86021 2.13285 0.52431  C89 1.090
103 H 5.46130 1.52888 -0.94410  C89 1.090
104 H 7.16274 3.11393 0.27711  C91 1.090
105 H 7.72146 1.95309 -0.81214  C91 1.090
106 H 9.62799 3.09367 0.50253  C92 1.090
107 H 9.67677 1.40947 0.69580  C92 1.090
108 H 8.41701 3.24828 2.82378  C93 1.090
109 H 9.94076 2.47151 2.87985  C93 1.090
110 H 7.92059 1.33957 4.05851  C94 1.090
111 H 8.70643 0.31167 2.86129  C94 1.090
112 H 6.10818 2.04479 2.52078  C95 1.090
113 H 6.13625 0.27635 2.64842  C95 1.090
114 H 8.41423 -0.45810 0.62706  C96 1.090
115 H 7.13230 -0.60034 -0.64946  C96 1.090
116 H 6.67239 -1.01988 0.91887  C96 1.090
117 C -1.38677 3.62988 5.17622  O118 1.384, O119 1.418, C120 1.539, H131 1.090
118 O -0.61913 4.19761 6.17862  C117 1.384, C124 1.453
119 O -2.06127 4.63289 4.43431  C117 1.418
120 C -0.73457 2.45782 4.42238  C117 1.539, F121 1.379, F122 1.378, F123 1.350
121 F 0.64025 2.56081 4.44425  C120 1.379
122 F -1.11176 1.28647 5.04233  C120 1.378
123 F -1.03755 2.26038 3.12217  C120 1.350
124 C -0.17939 3.38447 7.29975  O118 1.453, C125 1.565, H129 1.090, H130 1.090
125 C 0.30659 4.48634 8.29891  C124 1.565, H126 1.090, H127 1.090, H128 1.090
126 H -0.54104 5.03493 8.70961  C125 1.090
127 H 0.86033 4.09925 9.15427  C125 1.090
128 H 0.90037 5.23348 7.77230  C125 1.090
129 H 0.65978 2.76225 6.98877  C124 1.090
130 H -0.92681 2.78371 7.81798  C124 1.090
131 H -2.12671 3.06926 5.74744  C117 1.090
132 C -2.12230 -5.98031 -1.74923  O133 1.466, O134 1.397, C135 1.647, H146 1.090
133 O -1.34958 -5.99494 -0.50353  C132 1.466, C139 1.395
134 O -2.28455 -4.64751 -2.13504  C132 1.397
135 C -1.42522 -6.91040 -2.91543  C132 1.647, F136 1.340, F137 1.301, F138 1.351
136 F -2.29598 -7.30705 -3.85384  C135 1.340
137 F -0.40433 -6.35949 -3.50514  C135 1.301
138 F -0.96696 -8.05532 -2.36298  C135 1.351
139 C -2.02678 -6.04735 0.71463  O133 1.395, C140 1.557, H144 1.090, H145 1.090
140 C -0.93058 -6.28053 1.79564  C139 1.557, H141 1.090, H142 1.090, H143 1.090
141 H -1.44426 -6.21948 2.75508  C140 1.090
142 H -0.38619 -7.21604 1.66688  C140 1.090
143 H -0.11087 -5.57760 1.64714  C140 1.090
144 H -2.76449 -6.84915 0.68307  C139 1.090
145 H -2.48155 -5.07886 0.92276  C139 1.090
146 H -3.09809 -6.37547 -1.46674  C132 1.090
147 C -6.70035 1.97500 0.42566  O148 1.470, O149 1.421, C150 1.599, H161 1.090
148 O -6.62718 3.34700 -0.09760  C147 1.470, C154 1.469
149 O -8.05580 1.76818 0.79962  C147 1.421
150 C -6.07770 0.92936 -0.61171  C147 1.599, F151 1.355, F152 1.299, F153 1.307
151 F -5.90703 1.43710 -1.85619  C150 1.355
152 F -4.86301 0.65411 -0.24292  C150 1.299
153 F -6.77410 -0.16163 -0.79213  C150 1.307
154 C -5.42684 4.15039 0.17119  O148 1.469, C155 1.521, H159 1.090, H160 1.090
155 C -5.51158 5.40517 -0.68416  C154 1.521, H156 1.090, H157 1.090, H158 1.090
156 H -4.94438 5.61474 -1.59106  C155 1.090
157 H -6.53817 5.45302 -1.04740  C155 1.090
158 H -5.56320 6.31924 -0.09261  C155 1.090
159 H -4.59003 3.63226 -0.29720  C154 1.090
160 H -5.22134 4.45897 1.19621  C154 1.090
161 H -6.09413 1.80164 1.31479  C147 1.090
162 C -7.41210 -5.88465 0.39240  O163 1.398, O164 1.377, C165 1.581, H176 1.090
163 O -7.07715 -4.55602 0.67144  C162 1.398, C169 1.459
164 O -8.76962 -5.91646 0.61797  C162 1.377
165 C -6.85097 -6.42979 -0.98198  C162 1.581, F166 1.378, F167 1.353, F168 1.312
166 F -5.83560 -7.34239 -0.79431  C165 1.378
167 F -7.74688 -7.09291 -1.74908  C165 1.353
168 F -6.36118 -5.44650 -1.69874  C165 1.312
169 C -5.71811 -4.24033 1.09695  O163 1.459, C170 1.509, H174 1.090, H175 1.090
170 C -5.66171 -2.73853 1.22877  C169 1.509, H171 1.090, H172 1.090, H173 1.090
171 H -4.66667 -2.29373 1.24086  C170 1.090
172 H -6.21437 -2.29598 0.40002  C170 1.090
173 H -6.24281 -2.24073 2.00505  C170 1.090
174 H -5.02807 -4.67148 0.37164  C169 1.090
175 H -5.47017 -4.62718 2.08537  C169 1.090
176 H -6.90309 -6.42758 1.18879  C162 1.090
177 C 3.29447 -2.36923 3.60667  O178 1.481, O179 1.437, C180 1.547, H191 1.090
178 O 3.08908 -3.82572 3.43032  C177 1.481, C184 1.452
179 O 4.42372 -2.00756 2.79436  C177 1.437
180 C 1.95498 -1.60129 3.50931  C177 1.547, F181 1.337, F182 1.285, F183 1.306
181 F 2.04707 -0.31664 3.15147  C180 1.337
182 F 1.12762 -2.13629 2.68437  C180 1.285
183 F 1.39344 -1.55092 4.68681  C180 1.306
184 C 2.69929 -4.69249 4.52747  O178 1.452, C185 1.583, H189 1.090, H190 1.090
185 C 2.73987 -6.22523 4.13501  C184 1.583, H186 1.090, H187 1.090, H188 1.090
186 H 2.35211 -6.86474 4.92795  C185 1.090
187 H 2.14985 -6.44440 3.24511  C185 1.090
188 H 3.78783 -6.41977 3.90687  C185 1.090
189 H 1.64640 -4.56456 4.77879  C184 1.090
190 H 3.34138 -4.52835 5.39285  C184 1.090
191 H 3.68260 -2.27778 4.62111  C177 1.090
192 C -3.33252 -1.42088 8.33822  O193 1.460, O194 1.427, C195 1.592, H206 1.090
193 O -2.45392 -2.17813 7.45219  C192 1.460, C199 1.446
194 O -3.16557 -2.06365 9.60119  C192 1.427
195 C -3.16071 0.15999 8.25285  C192 1.592, F196 1.309, F197 1.401, F198 1.346
196 F -3.94344 0.82291 9.06639  C195 1.309
197 F -1.84279 0.56086 8.50650  C195 1.401
198 F -3.50026 0.60376 7.02867  C195 1.346
199 C -3.06976 -2.74408 6.27305  O193 1.446, C200 1.580, H204 1.090, H205 1.090
200 C -2.00793 -3.45790 5.34617  C199 1.580, H201 1.090, H202 1.090, H203 1.090
201 H -1.58273 -4.25402 5.95732  C200 1.090
202 H -2.48631 -3.93034 4.48823  C200 1.090
203 H -1.19005 -2.78409 5.09096  C200 1.090
204 H -3.52773 -1.91416 5.73493  C199 1.090
205 H -3.83417 -3.49336 6.47888  C199 1.090
206 H -4.37952 -1.45680 8.03724  C192 1.090
207 C 2.40937 4.42355 -0.73260  O208 1.433, O209 1.422, C210 1.572, H221 1.090
208 O 3.75327 4.68198 -0.30658  C207 1.433, C214 1.413
209 O 1.53900 4.42409 0.39179  C207 1.422
210 C 2.07707 5.10338 -2.11019  C207 1.572, F211 1.330, F212 1.332, F213 1.326
211 F 1.57650 6.31755 -1.89730  C210 1.330
212 F 3.16142 5.25957 -2.86851  C210 1.332
213 F 1.19008 4.44444 -2.84231  C210 1.326
214 C 4.09611 6.01293 0.02027  O208 1.413, C215 1.647, H219 1.090, H220 1.090
215 C 5.62619 5.96083 0.62823  C214 1.647, H216 1.090, H217 1.090, H218 1.090
216 H 5.91503 6.99660 0.80679  C215 1.090
217 H 5.71939 5.33379 1.51493  C215 1.090
218 H 6.35797 5.64712 -0.11619  C215 1.090
219 H 3.45796 6.49557 0.76051  C214 1.090
220 H 4.24626 6.68419 -0.82529  C214 1.090
221 H 2.68105 3.38427 -0.91755  C207 1.090
222 C 0.81772 1.18908 -4.96955  O223 1.339, O224 1.416, C225 1.541, H236 1.090
223 O 0.52620 1.75211 -6.14849  C222 1.339, C229 1.443
224 O 0.31312 -0.12890 -5.08705  C222 1.416
225 C 2.30295 1.33038 -4.58356  C222 1.541, F226 1.327, F227 1.346, F228 1.331
226 F 2.98621 1.12997 -5.70381  C225 1.327
227 F 2.64957 2.52091 -4.06057  C225 1.346
228 F 2.67118 0.49094 -3.61836  C225 1.331
229 C 0.43591 3.19138 -6.20010  O223 1.443, C230 1.513, H234 1.090, H235 1.090
230 C 0.18603 3.74400 -7.58622  C229 1.513, H231 1.090, H232 1.090, H233 1.090
231 H -0.28235 4.72811 -7.60166  C230 1.090
232 H 1.14763 3.72671 -8.09918  C230 1.090
233 H -0.54018 3.13272 -8.12199  C230 1.090
234 H 1.33950 3.64223 -5.78980  C229 1.090
235 H -0.40544 3.53704 -5.59948  C229 1.090
236 H 0.31145 1.75209 -4.18546  C222 1.090

Properties
HOMO energy in Eh: -0.008
Strongest force on any atom in eV Å⁻¹: 5.3
Net charge: -3
E_LUMO in Ha: 0.11081